Record 1
Below is a structure of composition C38H32AlN5O2P2S2, with properties calculated with the ωB97M-V functional and the def2-TZVPD basis.

Geometry as XYZ:
```
82
Properties=species:S:1:pos:R:3:forces:R:3
Al 1.226 -1.482 -0.367 0.1 -0.2 -0.2
S 3.371 -2.332 0.334 -0.1 0.0 0.2
C 2.318 -2.582 1.658 0.2 -0.1 0.1
N 1.035 -2.308 1.486 -0.3 0.3 0.0
C 0.280 -2.595 2.628 -0.2 0.0 -0.3
C -1.106 -2.505 2.748 -0.1 0.0 -0.1
C -1.696 -2.847 3.953 0.0 0.0 0.0
C -0.922 -3.280 5.034 0.1 0.0 0.0
C 0.453 -3.398 4.915 0.0 0.0 0.1
C 1.040 -3.059 3.701 0.1 0.0 0.0
S 2.717 -3.161 3.233 0.1 0.0 0.0
H -1.708 -2.181 1.901 0.2 -0.1 0.3
H -2.775 -2.788 4.060 0.1 0.0 0.0
H -1.403 -3.541 5.969 0.0 0.0 -0.1
H 1.055 -3.755 5.743 -0.1 0.0 -0.1
O 1.687 0.194 0.249 0.1 0.0 0.1
P 1.168 1.605 0.487 -0.2 -0.2 -0.2
C -0.022 1.959 -0.842 0.0 0.0 0.1
P -1.121 0.561 -1.228 0.2 -0.1 -0.1
O -0.387 -0.761 -1.019 -0.1 -0.1 0.3
C -2.560 0.652 -0.199 -0.1 0.0 0.1
C -3.019 -0.516 0.409 0.0 0.1 -0.1
C -4.158 -0.472 1.199 0.0 0.0 0.0
C -4.832 0.730 1.378 0.0 0.0 0.0
C -4.386 1.892 0.755 0.0 0.0 0.0
C -3.252 1.855 -0.041 0.0 0.0 0.1
C -1.602 0.778 -2.928 0.0 0.1 -0.1
C -2.950 0.756 -3.289 0.0 0.0 0.0
C -3.311 0.942 -4.618 0.0 0.0 0.0
C -2.334 1.161 -5.579 0.0 0.0 0.0
C -0.987 1.172 -5.226 0.0 0.0 0.0
C -0.619 0.978 -3.907 -0.1 -0.1 0.0
C 2.485 2.771 0.389 0.2 0.2 -0.2
C 3.680 2.430 1.028 0.0 0.0 -0.1
C 4.728 3.334 1.026 0.1 0.1 0.0
C 4.585 4.568 0.396 0.0 0.0 0.0
C 3.398 4.905 -0.241 -0.1 0.0 0.0
C 2.340 4.006 -0.246 0.1 0.0 0.0
C 0.340 1.812 2.041 0.0 0.1 0.2
C -0.429 0.776 2.572 0.0 0.1 0.0
C -1.123 0.977 3.754 0.0 0.0 0.0
C -1.051 2.207 4.401 0.0 0.0 0.0
C -0.280 3.238 3.877 -0.1 0.0 0.1
C 0.422 3.044 2.698 0.0 0.0 -0.1
H 0.537 2.172 -1.753 0.1 0.1 0.0
H -0.619 2.838 -0.588 0.0 0.0 -0.1
H -2.486 -1.448 0.255 -0.1 0.1 -0.1
H -4.526 -1.377 1.672 0.0 0.1 0.0
H -5.716 0.764 2.004 0.0 0.0 -0.1
H -4.926 2.821 0.885 0.0 -0.1 0.0
H -2.917 2.760 -0.541 0.0 -0.1 0.0
H -3.717 0.597 -2.540 0.0 0.0 -0.1
H -4.357 0.920 -4.900 0.1 0.0 0.0
H -2.622 1.325 -6.612 0.0 0.0 0.1
H -0.229 1.342 -5.982 0.0 0.0 0.0
H 0.434 0.958 -3.644 0.0 0.0 0.0
H 3.789 1.462 1.507 0.0 0.1 0.0
H 5.662 3.079 1.515 -0.1 0.0 0.0
H 5.409 5.272 0.403 -0.1 -0.1 0.0
H 3.293 5.865 -0.732 0.0 -0.1 0.1
H 1.413 4.273 -0.742 0.1 0.0 0.0
H -0.465 -0.185 2.077 0.0 0.1 0.0
H -1.713 0.173 4.178 0.1 0.0 0.0
H -1.589 2.357 5.330 0.0 0.0 -0.1
H -0.220 4.191 4.392 0.0 -0.1 0.0
H 1.039 3.841 2.296 -0.1 -0.1 0.1
N 0.570 -4.740 -2.741 -0.1 -0.2 0.0
C -0.173 -5.274 -1.704 0.1 0.1 -0.1
C -0.142 -4.350 -0.708 0.1 0.2 0.1
N 0.606 -3.270 -1.128 -0.1 -0.1 0.1
C 1.016 -3.536 -2.350 0.1 0.0 0.0
C 1.866 -2.536 -2.979 -0.1 -0.2 -0.2
N 2.044 -1.410 -2.325 0.1 0.4 0.3
C 2.966 -0.679 -3.045 -0.1 0.2 0.2
C 3.323 -1.376 -4.156 -0.1 -0.1 0.0
N 2.613 -2.558 -4.097 0.1 0.0 -0.1
H 0.725 -5.188 -3.628 0.0 0.0 0.0
H -0.639 -6.245 -1.769 0.1 0.1 0.0
H -0.575 -4.397 0.281 0.0 0.0 -0.1
H 3.320 0.287 -2.713 -0.1 -0.1 0.0
H 4.013 -1.152 -4.956 -0.1 -0.1 0.1
H 2.697 -3.315 -4.754 0.0 0.0 -0.1
```
Forces are in eV/Å.

Summary:
Net charge   +2
Energy above the lowest of the compared OMol25 structures with the same formula, charge and spin   0.0 kcal/mol
Multiplicity   1
Total energy   -98313.7635 eV
HOMO energy   -0.462 Ha
Frontier orbital gap   7.832 eV

Record 2
Below is the molecule C4H7FO at a distorted geometry, with properties calculated with the ωB97M-V functional and the def2-TZVPD basis.

Geometry as XYZ:
```
13
Properties=species:S:1:pos:R:3:forces:R:3
C -1.523 0.458 0.656 -0.8 0.0 0.7
C -0.510 -0.103 -0.237 -0.1 -0.9 -4.0
C 0.893 0.492 -0.297 0.1 2.0 0.6
O 1.687 0.538 -1.432 -0.4 0.7 -0.5
C 0.662 -0.823 0.316 -0.3 -0.5 -0.1
F 1.126 -1.821 -0.502 0.4 -0.6 0.0
H -2.201 -0.320 1.003 -0.2 -0.2 -0.1
H -1.006 0.741 1.570 -0.3 0.9 0.1
H -2.150 1.224 0.167 0.6 0.0 0.5
H -0.894 -0.464 -1.301 1.0 0.4 2.4
H 1.009 1.451 0.271 0.0 -1.2 -0.1
H 2.133 -0.294 -1.566 0.1 -0.5 0.0
H 0.776 -1.079 1.351 0.0 0.0 0.4
```
Forces are in eV/Å.

Summary:
Energy above the lowest of the compared OMol25 structures with the same formula, charge and spin   34.7 kcal/mol
Multiplicity   1
Total energy   -9024.7658 eV
HOMO energy   -0.347 Ha
SMILES   C[C@H]1[C@H](O)[C@@H]1F
Frontier orbital gap   10.563 eV

Record 3
Below is the ion C5H14N2 with charge -1 at a distorted geometry, with properties calculated with the ωB97M-V functional and the def2-TZVPD basis.

Geometry as XYZ:
```
21
Properties=species:S:1:pos:R:3:forces:R:3
C -0.761 1.680 -0.263 0.3 -0.6 -0.5
N 0.040 2.255 0.791 -1.0 -0.4 0.8
C 0.548 1.381 1.849 0.3 0.2 -0.5
C -0.247 0.350 -0.856 0.0 0.3 -0.7
C -0.776 -0.921 -0.229 0.8 -0.3 1.2
C -0.206 -2.204 -0.827 -0.8 0.3 -1.7
N 1.227 -2.395 -0.654 -0.4 -0.8 -0.1
H -0.784 2.374 -1.108 0.0 0.3 0.2
H -1.798 1.555 0.064 0.0 0.0 0.1
H 0.825 2.730 0.419 0.7 0.5 -0.6
H -0.231 0.883 2.426 -0.2 0.3 0.1
H 1.151 2.056 2.455 0.0 -0.3 0.5
H 1.222 0.588 1.490 0.0 0.0 -0.1
H 0.842 0.403 -0.915 0.2 -0.2 0.7
H -0.431 0.326 -1.931 -0.7 0.0 -0.2
H -1.865 -0.916 -0.142 -0.1 -0.1 -0.4
H -0.433 -0.961 0.814 -0.2 0.2 0.1
H -0.797 -3.077 -0.534 0.4 0.0 0.7
H -0.434 -2.229 -1.909 0.2 0.4 0.0
H 1.749 -1.529 -0.653 0.0 0.1 0.2
H 1.378 -2.892 0.208 0.4 0.2 0.3
```
Forces are in eV/Å.

Summary:
Net charge   -1
Energy above the lowest of the compared OMol25 structures with the same formula, charge and spin   18.3 kcal/mol
Multiplicity   2
Total energy   -8390.1905 eV
⟨S²⟩   0.75
HOMO energy (spin up / spin down)   0.051 / -0.182 Ha
Frontier orbital gap (spin up / spin down)   2.713 / 8.937 eV

Record 4
Below is a structure of composition C40H36ClLaN3Si2 at a distorted geometry, with properties calculated with the ωB97M-V functional and the def2-TZVPD basis.

Geometry as XYZ:
```
83
Properties=species:S:1:pos:R:3:forces:R:3
C 2.090 1.812 3.651 0.5 -0.1 -0.3
C 2.379 0.761 2.732 0.7 0.4 -0.2
C 2.943 1.359 1.553 0.1 -0.1 0.6
H 2.262 -0.310 2.916 0.0 0.4 -0.1
C 2.967 2.774 1.745 0.1 -0.3 0.2
C 2.455 3.046 3.048 0.0 -0.3 -0.2
H 2.463 4.017 3.552 -0.2 -0.4 -0.3
H 1.809 1.679 4.701 -0.2 0.1 -0.6
H 3.309 0.824 0.676 -0.1 0.2 0.3
H 3.403 3.510 1.064 -0.2 -0.3 0.2
La 0.352 1.966 1.355 -1.2 0.4 1.1
Si 1.106 -1.369 -3.470 -1.6 -2.4 -3.0
C -0.027 -2.920 -3.550 0.4 0.3 -0.4
C -1.257 -2.895 -4.249 -0.3 -0.2 0.4
H -1.558 -2.007 -4.823 0.1 -0.4 0.5
C -2.085 -4.027 -4.272 0.1 -0.1 -0.1
H -3.034 -3.991 -4.826 0.5 0.0 0.4
C -1.669 -5.211 -3.650 0.4 0.2 0.2
H -2.321 -6.090 -3.638 0.3 0.4 -0.1
C -0.380 -5.281 -3.081 0.0 0.1 -0.3
H 0.000 -6.228 -2.687 -0.2 0.3 -0.1
C 0.449 -4.149 -3.075 -0.5 -0.2 0.2
H 1.492 -4.210 -2.738 -0.5 -0.1 0.2
C 0.642 -0.582 -5.086 0.3 0.3 -0.3
C 0.688 -1.463 -6.181 -0.3 0.2 -0.5
H 1.076 -2.476 -6.050 0.0 0.3 -0.1
C 0.145 -1.107 -7.418 -0.1 0.1 0.1
H 0.120 -1.836 -8.232 0.1 0.3 0.2
C -0.430 0.162 -7.591 0.2 0.0 0.5
H -0.877 0.445 -8.554 0.2 -0.1 0.5
C -0.428 1.057 -6.512 0.0 0.0 0.0
H -0.889 2.041 -6.624 0.2 -0.3 0.0
C 0.115 0.697 -5.266 -0.4 -0.3 -0.6
H 0.066 1.394 -4.433 0.0 0.0 -0.1
H 2.458 -1.945 -3.620 0.2 0.3 0.7
Si -2.002 -1.395 -1.521 3.0 1.8 0.1
C -0.747 0.087 -1.715 0.3 -2.6 0.8
C 0.683 -0.367 -2.002 -0.2 0.3 0.2
H 1.007 -1.146 -1.310 0.1 0.0 -0.1
C 1.778 0.585 -2.149 0.5 1.8 1.5
H 2.771 0.163 -2.342 -0.2 0.4 -0.1
C 1.594 1.913 -1.848 1.3 -1.3 -0.5
H 2.448 2.611 -1.843 -0.6 -0.3 -0.2
C 0.293 2.338 -1.502 -2.3 -0.4 -0.3
H 0.139 3.407 -1.347 -0.2 -0.3 0.2
C -0.850 1.462 -1.471 0.7 2.1 -0.9
H -1.829 1.921 -1.253 0.7 -0.3 -0.1
C -1.010 -2.501 -0.316 0.3 -0.4 0.8
C 0.206 -2.069 0.289 0.1 -0.9 -0.5
H 0.463 -0.996 0.382 0.0 -0.7 -0.6
C 1.101 -2.992 0.843 -0.4 0.5 0.5
H 2.157 -2.740 0.966 -0.4 0.2 0.5
C 0.600 -4.213 1.292 -0.4 -0.7 -0.5
H 1.188 -4.858 1.956 -0.1 0.2 -0.6
C -0.685 -4.612 0.897 0.0 0.3 0.3
H -1.088 -5.569 1.234 0.1 0.3 -0.1
C -1.451 -3.791 0.054 0.5 0.3 -0.4
H -2.399 -4.155 -0.345 0.2 0.0 0.1
H -3.153 -1.017 -0.789 -1.3 0.6 0.5
Cl -1.598 3.687 0.722 -0.3 0.3 -0.1
C -0.372 6.599 5.536 -0.1 -0.3 -0.1
C -0.548 5.480 6.372 -0.2 -0.1 -0.5
C -0.810 4.229 5.810 0.3 0.3 0.1
C -0.797 4.086 4.412 -0.2 1.2 0.0
C -0.717 5.226 3.579 0.1 -0.8 0.2
C -0.485 6.469 4.143 -0.1 0.2 0.3
N -0.829 2.807 3.820 -1.0 -2.4 2.6
N -1.213 1.930 4.707 1.0 2.3 -1.8
C -1.108 0.605 4.351 0.6 -1.1 -1.2
C -1.235 -0.359 5.379 0.1 1.0 -0.7
C -1.069 -1.698 5.061 0.2 0.0 -0.6
C -0.966 -2.030 3.698 -0.2 -0.1 0.7
C -0.978 -1.020 2.749 -0.1 0.7 -0.4
N -0.860 0.298 3.041 -1.2 -1.2 1.2
H -0.174 7.579 5.969 0.0 -0.3 -0.1
H -0.494 5.571 7.457 0.0 0.1 -0.3
H -1.004 3.338 6.411 0.3 0.5 -0.1
H -0.887 5.082 2.513 0.3 0.2 0.3
H -0.407 7.341 3.486 0.0 -0.3 0.4
H -1.423 0.047 6.371 0.1 -0.4 -0.1
H -1.039 -2.475 5.828 -0.1 0.3 -0.2
H -0.894 -3.069 3.370 -0.2 0.4 0.1
H -1.142 -1.241 1.688 0.4 0.0 0.8
```
Forces are in eV/Å.

Summary:
Net charge   +1
Energy above the lowest of the compared OMol25 structures with the same formula, charge and spin   77.8 kcal/mol
Multiplicity   1
Total energy   -75663.6529 eV
HOMO energy   -0.339 Ha
Frontier orbital gap   4.715 eV

Record 5
Below is a structure of composition C8H21AgN3O7S at a distorted geometry, with properties calculated with the ωB97M-V functional and the def2-TZVPD basis.

Geometry as XYZ:
```
41
Properties=species:S:1:pos:R:3:forces:R:3
Ag 0.545 -29.261 8.123 0.4 0.7 0.2
N 1.536 -28.616 11.617 -0.2 -0.6 0.1
O 1.473 -29.398 12.594 0.0 0.2 -0.4
O 1.239 -29.072 10.460 -0.2 -0.1 0.1
O 1.888 -27.454 11.750 0.0 0.3 0.0
N 2.836 -26.794 7.372 -0.3 0.7 -0.2
O 2.186 -27.770 6.853 -0.1 -0.3 0.2
O 3.164 -25.844 6.631 0.0 -0.6 0.3
O 3.080 -26.792 8.580 0.1 -0.2 -0.2
C -1.200 -31.999 8.283 0.8 -0.3 0.2
C -2.079 -31.022 7.549 -0.5 -0.3 -0.3
N -1.345 -29.984 6.802 -0.6 0.2 1.2
C -2.221 -28.790 6.648 0.8 0.1 -1.0
C -3.500 -28.993 5.830 0.1 -0.7 0.6
C -0.810 -30.525 5.555 0.0 0.3 -0.7
C 0.324 -29.685 4.971 -0.1 -0.2 0.0
H -0.861 -32.804 7.628 0.0 -0.1 0.1
H -1.675 -32.432 9.164 -0.3 -0.1 -0.2
H -0.292 -31.517 8.657 -0.1 0.1 0.0
H -2.715 -31.570 6.834 -0.1 0.0 0.1
H -2.776 -30.568 8.254 0.2 0.4 0.0
H -2.476 -28.425 7.640 0.1 0.0 0.1
H -1.585 -28.033 6.181 -0.2 0.1 0.1
H -3.346 -29.530 4.895 0.2 0.2 -0.1
H -4.154 -29.643 6.420 -0.3 0.2 -0.1
H -3.989 -28.045 5.630 -0.1 0.0 0.0
H -1.602 -30.565 4.790 0.0 -0.1 0.2
H -0.515 -31.560 5.727 0.2 0.1 0.1
H 0.501 -29.978 3.933 -0.1 0.1 0.0
H 1.277 -29.788 5.485 -0.1 0.0 0.3
H 0.041 -28.633 5.006 0.2 0.0 -0.2
C 3.883 -32.700 7.921 0.0 0.0 -0.7
S 3.370 -30.996 7.655 0.2 0.2 0.3
O 1.878 -31.119 7.513 -0.1 -0.3 -0.1
C 3.672 -30.342 9.296 0.3 -0.2 -0.4
H 3.750 -33.153 6.936 0.0 -0.1 0.1
H 3.211 -33.175 8.630 0.1 0.1 0.2
H 4.938 -32.771 8.177 0.0 0.1 0.2
H 3.208 -29.355 9.335 0.0 0.0 0.1
H 4.755 -30.258 9.412 0.0 0.0 0.0
H 3.254 -31.028 10.030 -0.2 0.1 0.1
```
Forces are in eV/Å.

Summary:
Net charge   -1
Energy above the lowest of the compared OMol25 structures with the same formula, charge and spin   0.0 kcal/mol
Multiplicity   1
Total energy   -42267.9403 eV
HOMO energy   -0.187 Ha
Frontier orbital gap   7.541 eV

Record 6
Below is a structure of composition C12H16MnN3O at a distorted geometry, with properties calculated with the ωB97M-V functional and the def2-TZVPD basis.

Geometry as XYZ:
```
33
Properties=species:S:1:pos:R:3:forces:R:3
Mn 9.457 4.505 12.064 -2.1 0.3 -1.0
O 7.659 4.655 11.286 1.6 -0.3 0.0
H 7.109 4.027 10.778 0.8 0.1 0.2
N 2.437 3.955 11.257 -0.2 0.4 -1.5
C 3.352 4.461 10.315 -1.2 -0.3 0.2
C 2.641 4.839 9.161 1.0 -0.8 1.5
C 1.295 4.549 9.412 -1.3 -1.1 1.8
C 1.172 3.972 10.710 1.3 1.4 -1.5
H 2.600 3.565 12.175 0.5 0.2 -0.2
H 4.411 4.461 10.528 -0.1 0.0 0.0
H 3.096 5.162 8.237 -0.1 0.2 0.1
H 0.425 4.689 8.788 0.2 0.1 -0.2
H 0.308 3.719 11.306 0.1 -0.1 -0.2
N 5.811 4.041 13.106 -1.0 -0.6 1.4
C 5.710 2.676 13.241 -0.6 -0.7 0.2
C 4.786 2.359 14.231 0.5 1.4 -0.1
C 4.339 3.617 14.756 0.5 0.4 -0.6
C 4.979 4.626 14.050 0.3 -0.6 -0.1
H 6.391 4.493 12.412 -0.1 0.2 0.4
H 6.259 1.994 12.610 0.0 0.1 -0.1
H 4.480 1.408 14.641 0.2 -0.1 -0.4
H 3.648 3.776 15.571 0.1 0.0 -0.1
H 5.015 5.694 14.207 -0.3 -0.1 -0.1
N 7.403 7.251 10.019 0.2 1.2 0.0
C 7.603 7.518 8.707 0.7 -1.6 0.6
C 8.489 8.577 8.628 -0.4 1.5 -0.7
C 8.602 9.166 9.902 1.2 -0.6 -1.0
C 8.023 8.267 10.753 -0.7 -1.5 1.0
H 7.055 6.389 10.414 -0.1 0.1 0.0
H 7.296 6.803 7.958 -0.1 0.2 -0.1
H 8.947 8.896 7.704 -0.2 0.3 0.1
H 9.221 10.018 10.141 -0.2 -0.1 0.2
H 8.037 8.176 11.829 -0.2 0.4 0.0
```
Forces are in eV/Å.

Summary:
Net charge   +1
Multiplicity   6
Total energy   -50530.6982 eV
⟨S²⟩   9.04
HOMO energy (spin up / spin down)   -0.363 / -0.363 Ha
Frontier orbital gap (spin up / spin down)   2.984 / 2.288 eV